This record from OMol25 describes a structure of composition C43H40N3O8ReS in a non-equilibrium geometry. The level of theory is ωB97M-V with the def2-TZVPD basis set.

## Properties
multiplicity: 2
⟨S²⟩: 0.76
gap between HOMO and LUMO (alpha / beta): 5.8639 / 6.6965 eV
M: 945.08 g mol⁻¹
net charge: -1

```
96
Properties=species:S:1:pos:R:3:forces:R:3:mulliken_spin:R:1
Re -0.764049 -0.294960 -0.563429 -0.1 -1.3 -1.7 0.692
C -1.168389 5.881443 -3.623947 -0.1 0.0 0.0 0.000
C -1.827492 4.798285 -2.818750 0.0 0.1 0.0 -0.001
C -2.029660 4.948524 -1.452822 0.0 -0.1 -0.1 0.000
C -2.640930 3.947158 -0.715339 -0.2 -0.1 0.1 -0.002
C -3.038663 2.788118 -1.348951 -0.3 -0.3 0.4 0.002
C -2.857978 2.624744 -2.708816 -0.1 0.0 -0.2 0.001
C -2.257497 3.630327 -3.442156 -0.1 -0.1 0.1 -0.001
S -3.832063 1.468667 -0.420989 -0.5 0.4 -0.1 -0.003
O -5.185779 1.407350 -0.936324 0.4 -0.2 -0.1 0.000
O -3.705711 1.772901 0.978163 0.4 0.0 -0.2 -0.001
N -2.971068 0.160287 -0.809919 0.9 1.0 1.3 0.040
C -3.316669 -0.782799 -1.690044 -0.9 -1.3 -1.4 -0.028
C -4.616969 -1.104860 -2.134561 0.0 0.1 0.1 -0.005
C -4.783089 -2.147648 -3.008871 0.3 -0.2 -0.1 0.000
C -3.673423 -2.881483 -3.432981 -0.1 0.0 0.0 0.002
C -2.433934 -2.519305 -2.949836 0.0 -0.3 -0.2 -0.003
N -2.254792 -1.492921 -2.135009 0.2 1.2 1.0 0.047
H -0.635813 6.578855 -2.980363 0.0 0.1 0.0 0.000
H -1.918518 6.439770 -4.187260 0.0 0.1 0.0 0.000
H -0.464196 5.456653 -4.338163 0.1 0.0 -0.1 0.000
H -1.690341 5.847693 -0.957595 0.0 0.1 0.1 0.000
H -2.802517 4.041011 0.348100 0.1 0.0 0.1 0.000
H -3.179739 1.706291 -3.176920 0.0 -0.1 -0.1 0.000
H -2.098504 3.504833 -4.504186 0.0 0.0 -0.1 0.000
H -5.445125 -0.525220 -1.767001 -0.1 -0.1 0.0 0.000
H -5.772243 -2.421234 -3.354915 0.0 0.1 0.0 0.000
H -3.773423 -3.707474 -4.118657 0.0 -0.1 0.0 0.000
H -1.542755 -3.062192 -3.231344 0.0 0.0 0.0 0.001
C -1.132343 2.782478 5.640574 -0.2 -0.3 0.2 0.000
O -0.553104 3.730433 4.775892 0.2 0.1 -0.8 0.000
C -0.404050 3.386676 3.460320 0.0 -0.1 0.1 0.001
C 0.185535 4.367158 2.639868 0.0 0.3 0.0 0.003
C 0.374328 4.119650 1.309437 0.1 0.0 0.1 0.001
C 0.000278 2.906005 0.695506 -0.2 -0.6 0.6 0.000
C 0.192991 2.670716 -0.702859 -0.4 -0.5 -1.1 0.014
C 1.203356 3.460775 -1.505430 -0.4 0.0 0.1 0.000
O -0.418654 1.781197 -1.362776 1.0 -0.2 1.0 -0.003
C -0.590694 1.896488 1.539302 0.5 1.2 -0.2 0.001
O -0.892358 0.718467 1.140844 0.2 -0.9 0.2 -0.002
C -0.770907 2.181943 2.913464 -0.3 -0.1 0.2 0.011
H -1.138871 3.240695 6.630295 0.0 -0.1 -0.1 0.000
H -0.551038 1.854991 5.670818 0.0 0.1 0.0 0.000
H -2.158379 2.542980 5.344933 0.0 0.0 0.0 0.000
H 0.463563 5.309765 3.087034 0.0 0.1 0.0 0.001
H 0.793974 4.906218 0.701431 0.1 0.1 0.0 0.002
H 1.483477 4.402229 -1.053524 0.1 0.1 0.0 0.000
H 0.814108 3.625556 -2.506467 -0.1 0.0 0.0 0.000
H 2.089806 2.835684 -1.595613 0.1 -0.1 0.0 -0.001
H -1.233812 1.402896 3.495487 0.0 -0.1 0.1 0.002
O 1.279227 -1.750877 0.942223 0.5 -0.2 0.5 -0.004
C 0.699877 -2.752131 1.757566 -0.9 -0.1 -0.2 -0.017
C -0.888290 -2.764154 1.567973 1.5 -0.2 0.8 0.018
O -1.542903 -3.396048 2.380051 -0.2 -0.1 0.1 0.000
O -1.314734 -2.175805 0.541566 -0.5 1.9 -1.8 0.005
C 1.021198 -2.383108 3.185045 0.2 0.0 0.1 0.004
C 1.059906 -1.037189 3.531547 0.0 0.0 -0.1 0.001
C 1.414041 -0.650061 4.809404 0.0 0.1 0.1 -0.001
C 1.731867 -1.605159 5.761190 0.0 0.0 0.2 0.000
C 1.674570 -2.947230 5.428543 0.0 -0.1 0.1 0.000
C 1.321297 -3.335626 4.148509 -0.1 0.1 -0.1 0.000
C 1.274185 -4.106545 1.378964 0.1 -0.1 0.0 0.008
C 0.506635 -5.248408 1.190708 0.0 0.1 0.0 -0.001
C 1.111647 -6.456256 0.881319 0.0 -0.1 0.0 0.000
C 2.486324 -6.539411 0.751781 0.0 -0.1 0.0 0.000
C 3.258302 -5.401020 0.914913 0.1 0.0 0.0 0.000
C 2.655532 -4.195229 1.220651 0.0 0.0 0.0 0.001
H 1.361694 -2.089176 0.041752 -0.3 0.1 -0.1 0.002
H 0.823038 -0.299746 2.783804 0.0 0.1 -0.1 -0.001
H 1.451307 0.402850 5.055834 0.0 0.1 0.0 0.000
H 2.027664 -1.306616 6.756873 0.0 0.0 0.1 0.000
H 1.918322 -3.703405 6.163170 0.0 0.0 0.1 0.000
H 1.291608 -4.383866 3.897688 0.0 -0.1 -0.1 0.000
H -0.564231 -5.196542 1.300210 -0.1 0.0 0.1 0.000
H 0.504430 -7.341406 0.750463 -0.1 0.0 0.0 0.000
H 2.954882 -7.487895 0.528580 0.0 -0.1 0.0 0.000
H 4.332645 -5.459837 0.812671 0.1 0.0 0.0 0.000
H 3.256349 -3.307635 1.354966 0.1 0.1 0.0 0.000
C 0.871469 -2.043004 -3.949891 0.1 0.1 0.0 0.011
C 2.065091 -1.354291 -3.374897 -0.4 0.2 0.5 0.033
C 3.281378 -1.337639 -4.013383 0.3 0.1 -0.1 -0.034
C 4.382343 -0.706008 -3.448620 -0.1 0.0 0.0 0.058
C 4.246057 -0.094232 -2.211025 0.3 -0.1 -0.3 -0.038
C 3.047184 -0.090950 -1.525513 -0.6 -0.2 0.0 0.046
C 2.966246 0.535369 -0.164708 -0.1 0.0 -0.1 0.003
C 1.897350 -0.718857 -2.106223 2.3 0.5 -1.3 -0.019
N 0.723638 -0.742621 -1.512102 -3.1 0.0 2.2 0.151
H 1.057354 -2.383282 -4.965841 0.0 0.0 -0.1 0.000
H 0.026231 -1.357719 -3.930349 -0.2 -0.1 -0.1 0.000
H 0.613166 -2.900577 -3.326957 -0.1 -0.1 0.0 -0.002
H 3.369189 -1.823596 -4.975705 0.0 -0.1 -0.1 -0.001
H 5.329804 -0.693446 -3.966623 0.1 0.0 0.0 0.006
H 5.106969 0.391010 -1.765363 0.0 0.0 0.1 0.000
H 3.481371 1.497157 -0.134683 0.0 0.0 0.0 0.002
H 3.427387 -0.118911 0.574874 0.0 0.0 0.1 0.004
H 1.925512 0.673317 0.123389 0.1 0.0 0.2 -0.004
```
Forces are in eV/Å.